(1)
{"formula": "C30H82O9", "method": "ωB97M-V with the def2-TZVPD basis set", "charge": 0, "molar_mass_g_mol": 587.0, "de_lowest_kcal_mol": 0.00, "max_force_ev_per_a": 8.71, "homo_ha": -0.3281, "smiles": "CCCCCC.CCCCCC.CCO.CCO.CCO.CCO.CCO.CCO.CCO.CCO.CCO", "species": ["C", "C", "C", "C", "C", "C", "H", "H", "H", "H", "H", "H", "H", "H", "H", "H", "H", "H", "H", "H", "C", "C", "C", "C", "C", "C", "H", "H", "H", "H", "H", "H", "H", "H", "H", "H", "H", "H", "H", "H", "C", "C", "O", "H", "H", "H", "H", "H", "H", "C", "C", "O", "H", "H", "H", "H", "H", "H", "C", "C", "O", "H", "H", "H", "H", "H", "H", "C", "C", "O", "H", "H", "H", "H", "H", "H", "C", "C", "O", "H", "H", "H", "H", "H", "H", "C", "C", "O", "H", "H", "H", "H", "H", "H", "C", "C", "O", "H", "H", "H", "H", "H", "H", "C", "C", "O", "H", "H", "H", "H", "H", "H", "C", "C", "O", "H", "H", "H", "H", "H", "H"], "xyz": [[9.30049, -126.54150, -37.53127], [8.50208, -126.09693, -36.37819], [8.95126, -126.58998, -35.10847], [8.88023, -128.06633, -34.91320], [9.34546, -128.57566, -33.47088], [9.32720, -130.07878, -33.41621], [10.43406, -126.08052, -37.29443], [8.80169, -126.41306, -38.51768], [9.40139, -127.64653, -37.54251], [7.41627, -126.26726, -36.40637], [8.35571, -124.98469, -36.41946], [8.28548, -126.02599, -34.22354], [9.83694, -126.19323, -34.82395], [9.59403, -128.51097, -35.62010], [7.96886, -128.41464, -34.90749], [8.68795, -128.23981, -32.66506], [10.37388, -128.28758, -33.15006], [9.94739, -130.46608, -34.14414], [8.36827, -130.54369, -33.51514], [9.60385, -130.39120, -32.30245], [13.73863, -129.14725, -40.75871], [14.54179, -128.08716, -41.58272], [15.25376, -127.04616, -40.67089], [15.75686, -125.82267, -41.45971], [16.50429, -124.69144, -40.71693], [15.54922, -123.73988, -39.99465], [13.18707, -129.71682, -41.45534], [13.03635, -128.71206, -40.25565], [14.19012, -129.62927, -39.93365], [13.70371, -127.62193, -42.14806], [15.12581, -128.55738, -42.46990], [15.98076, -127.43717, -39.91897], [14.67990, -126.59182, -39.94184], [14.95524, -125.38401, -42.16836], [16.46208, -126.40690, -42.15650], [17.30640, -124.15719, -41.54209], [17.46036, -125.19638, -40.19426], [14.84209, -124.40321, -39.36764], [15.03779, -123.18589, -40.65082], [16.08312, -122.93349, -39.37684], [4.60134, -129.93043, -38.88537], [5.77636, -129.14347, -39.38152], [5.23856, -127.99205, -39.83879], [4.91122, -130.84240, -38.29431], [3.87417, -130.35066, -39.72124], [3.90991, -129.59973, -38.21610], [6.44797, -129.56537, -40.26059], [6.55159, -129.01237, -38.57218], [5.81377, -127.52752, -40.35705], [6.36562, -124.44934, -39.17496], [7.11127, -124.66463, -40.47891], [7.12130, -126.06013, -40.74138], [6.18360, -123.33224, -38.97389], [6.81350, -124.92255, -38.43709], [5.39936, -124.91427, -39.12576], [8.10011, -124.30066, -40.46308], [6.76118, -124.28316, -41.34021], [7.91430, -126.18885, -41.25047], [8.73781, -125.34516, -45.47534], [10.19607, -125.04403, -45.87214], [10.31790, -125.40999, -47.15282], [8.62110, -125.28812, -44.40751], [8.62065, -126.43975, -45.72973], [8.02368, -124.66006, -45.83893], [10.72535, -125.70193, -45.30794], [10.54193, -124.02556, -45.77420], [11.10641, -126.08407, -47.17359], [9.31146, -130.90464, -44.96812], [9.27897, -131.28441, -43.60136], [8.13316, -130.87499, -42.87980], [9.33897, -129.74481, -45.17407], [8.46345, -131.02981, -45.70579], [10.11725, -131.38183, -45.27174], [10.07186, -130.85641, -43.04738], [9.33834, -132.22039, -43.40459], [8.27877, -131.34903, -42.12386], [6.34923, -132.96823, -39.78613], [7.55556, -132.28668, -39.23336], [8.48233, -131.81871, -40.25719], [5.92730, -133.41134, -38.86320], [6.56594, -133.87954, -40.51744], [5.83844, -132.26169, -40.48077], [8.04291, -133.08867, -38.57177], [7.38413, -131.54151, -38.57787], [9.28764, -131.72442, -39.97179], [9.68340, -128.73221, -40.96938], [10.10977, -127.81819, -42.20639], [9.48092, -126.58361, -42.06172], [10.04822, -129.84174, -41.27498], [8.65762, -128.70545, -40.59910], [10.23097, -128.55044, -40.09315], [9.66820, -128.43129, -43.03442], [11.11810, -127.66648, -42.36553], [10.27889, -126.06965, -42.15943], [11.57774, -124.58093, -40.15582], [12.22663, -124.80949, -41.55260], [11.44781, -124.54506, -42.63074], [12.12873, -124.83717, -39.39797], [10.78852, -125.37245, -40.04119], [11.36622, -123.54595, -40.01765], [12.42720, -125.89058, -41.51360], [13.25089, -124.24507, -41.80817], [11.51575, -123.44956, -42.75387], [5.79776, -127.02269, -44.56555], [6.72547, -127.98546, -43.93325], [6.45574, -129.22880, -44.48219], [4.72310, -127.10655, -44.41587], [5.78867, -126.91322, -45.72965], [6.17601, -126.20719, -44.20198], [6.48253, -128.14063, -42.91722], [7.79454, -127.74123, -44.20143], [7.15512, -129.81116, -43.97714], [11.43862, -130.75153, -37.97258], [11.86996, -131.98812, -38.73191], [11.22321, -131.82470, -39.89051], [11.84775, -130.52984, -37.00716], [10.23736, -130.89369, -37.77872], [11.57598, -129.94551, -38.61073], [11.65673, -132.86731, -38.17417], [12.90724, -131.83229, -38.98880], [11.24889, -132.71251, -40.33383]]}

(2)
{"formula": "C30H83N7O8", "method": "ωB97M-V with the def2-TZVPD basis set", "charge": 0, "molar_mass_g_mol": 670.0, "de_lowest_kcal_mol": 67.40, "max_force_ev_per_a": 3.11, "homo_ha": -0.3305, "smiles": "COC[C@H](C)N.COC[C@H](C)N.COC[C@H](C)N.COC[C@H](C)N.COC[C@H](C)N.COC[C@H](C)N.COC[C@H](C)N.CCO", "species": ["C", "O", "C", "C", "C", "N", "H", "H", "H", "H", "H", "H", "H", "H", "H", "H", "H", "C", "O", "C", "C", "C", "N", "H", "H", "H", "H", "H", "H", "H", "H", "H", "H", "H", "C", "O", "C", "C", "C", "N", "H", "H", "H", "H", "H", "H", "H", "H", "H", "H", "H", "C", "O", "C", "C", "C", "N", "H", "H", "H", "H", "H", "H", "H", "H", "H", "H", "H", "C", "O", "C", "C", "C", "N", "H", "H", "H", "H", "H", "H", "H", "H", "H", "H", "H", "C", "O", "C", "C", "C", "N", "H", "H", "H", "H", "H", "H", "H", "H", "H", "H", "H", "C", "O", "C", "C", "C", "N", "H", "H", "H", "H", "H", "H", "H", "H", "H", "H", "H", "C", "C", "O", "H", "H", "H", "H", "H", "H"], "xyz": [[14.13108, 21.47417, -8.61667], [15.27544, 20.82609, -8.11003], [16.36696, 20.95232, -9.00452], [17.06815, 22.28289, -8.99365], [18.29864, 22.33376, -9.90078], [17.51110, 22.62476, -7.63097], [13.28686, 21.29262, -7.95076], [13.85756, 21.05137, -9.59201], [14.20434, 22.55915, -8.74085], [17.14548, 20.21624, -8.77268], [16.04018, 20.66624, -10.01311], [16.40306, 23.07080, -9.36876], [19.07510, 21.66360, -9.52296], [18.68573, 23.34898, -9.95356], [18.04256, 22.01919, -10.91427], [18.45347, 22.25249, -7.57141], [16.97254, 22.17468, -6.90077], [8.19503, 21.78931, -9.28733], [7.47189, 21.34184, -8.16008], [8.20390, 21.43569, -6.95753], [7.35630, 20.85426, -5.84680], [7.63419, 21.57754, -4.51762], [7.65668, 19.43820, -5.74246], [7.48686, 21.96082, -10.09522], [8.98220, 21.10652, -9.61572], [8.64856, 22.76240, -9.06464], [9.18967, 20.95251, -6.87415], [8.38472, 22.52450, -6.90144], [6.27309, 20.93284, -5.98752], [7.03006, 21.12494, -3.72744], [7.41988, 22.64156, -4.60643], [8.65660, 21.44675, -4.15149], [7.09888, 18.90339, -5.09727], [7.78914, 18.93033, -6.60292], [17.26062, 15.63868, -9.93908], [17.48902, 15.49125, -11.31294], [18.62293, 14.70305, -11.63338], [18.10990, 13.25336, -11.89868], [19.25511, 12.30665, -12.22006], [17.26187, 13.33510, -13.09167], [16.84424, 14.77300, -9.41275], [16.64825, 16.52231, -9.76504], [18.19332, 15.86024, -9.39857], [18.99158, 15.09687, -12.58182], [19.42218, 14.75609, -10.88964], [17.58333, 12.95073, -10.98554], [19.88458, 12.74256, -12.99171], [18.84752, 11.31583, -12.42809], [19.84670, 12.15023, -11.31244], [16.38651, 13.79968, -12.85988], [16.99418, 12.36778, -13.26760], [14.50795, 16.32880, -7.08837], [13.62574, 16.74944, -8.12875], [13.11233, 18.04848, -7.97530], [12.43046, 18.30526, -6.63868], [11.19678, 17.39896, -6.33255], [11.90233, 19.70681, -6.52420], [15.18298, 17.11270, -6.73839], [15.14136, 15.62436, -7.63163], [14.01182, 15.83364, -6.25413], [13.84593, 18.84571, -8.15982], [12.51434, 18.18723, -8.88541], [13.08111, 18.30675, -5.76238], [10.50856, 17.38758, -7.17695], [10.70369, 17.77379, -5.44106], [11.58458, 16.39161, -6.14222], [11.07974, 19.83159, -7.10368], [11.63164, 19.89050, -5.57007], [12.50613, 15.74382, -14.43294], [11.92554, 16.60842, -13.44737], [12.71413, 16.62958, -12.27150], [12.81897, 15.27683, -11.52091], [11.56734, 14.93400, -10.70709], [14.04031, 15.31877, -10.68283], [11.97811, 15.98850, -15.35161], [12.33674, 14.72380, -14.09543], [13.56499, 15.97210, -14.57700], [13.66660, 17.10061, -12.53649], [12.30592, 17.29076, -11.49820], [12.97464, 14.41108, -12.17226], [11.37870, 15.69846, -9.94810], [11.60955, 13.93346, -10.27588], [10.67288, 14.95011, -11.33838], [14.19025, 14.33145, -10.49962], [13.70125, 15.78245, -9.83645], [5.61481, 19.34950, -13.00128], [6.63180, 18.48931, -12.52730], [6.95698, 18.65941, -11.17156], [7.99477, 17.59848, -10.81199], [8.30836, 17.59846, -9.30455], [9.27207, 17.81104, -11.51991], [4.62539, 18.97465, -12.72856], [5.71510, 19.46992, -14.07623], [5.69009, 20.34661, -12.55391], [7.35809, 19.65122, -10.93779], [6.08123, 18.47117, -10.53695], [7.67661, 16.57475, -11.01800], [8.52953, 18.61492, -8.97540], [9.06401, 16.87277, -9.01369], [7.39571, 17.19806, -8.84352], [9.30852, 18.78812, -11.80501], [9.23198, 17.34295, -12.42232], [10.91530, 23.36522, -7.77605], [11.00496, 24.00855, -6.52802], [10.43521, 23.26094, -5.44993], [10.78756, 23.93164, -4.14131], [10.12229, 23.14775, -3.00646], [10.18501, 25.26660, -4.12836], [11.77179, 23.58120, -8.40794], [9.94354, 23.58431, -8.23183], [10.87429, 22.27602, -7.63887], [9.36131, 23.16801, -5.63035], [10.91867, 22.27303, -5.44781], [11.87178, 23.93617, -4.04525], [10.29493, 23.62482, -2.04206], [10.37326, 22.08641, -3.09108], [9.02570, 23.10911, -3.00733], [10.62281, 25.79286, -4.87802], [9.18754, 25.29062, -4.27942], [12.64546, 12.64214, -5.06914], [14.16050, 12.70762, -4.80547], [14.83846, 11.59352, -5.37426], [12.30262, 12.26819, -6.02801], [12.27300, 13.65820, -4.92196], [12.21233, 12.06435, -4.25002], [14.40457, 12.79028, -3.74813], [14.47132, 13.60868, -5.34263], [15.78386, 11.71242, -5.47591]]}

(3)
{"formula": "C30H83N7O9", "method": "ωB97M-V with the def2-TZVPD basis set", "charge": 0, "molar_mass_g_mol": 686.0, "de_lowest_kcal_mol": 121.65, "max_force_ev_per_a": 2.94, "homo_ha": -0.3252, "smiles": "COC[C@H](C)N.COC[C@H](C)N.COC[C@H](C)N.COC[C@H](C)N.COC[C@H](C)N.COC[C@H](C)N.COC[C@H](C)N.OCCO", "species": ["C", "O", "C", "C", "C", "N", "H", "H", "H", "H", "H", "H", "H", "H", "H", "H", "H", "C", "O", "C", "C", "C", "N", "H", "H", "H", "H", "H", "H", "H", "H", "H", "H", "H", "C", "O", "C", "C", "C", "N", "H", "H", "H", "H", "H", "H", "H", "H", "H", "H", "H", "C", "O", "C", "C", "C", "N", "H", "H", "H", "H", "H", "H", "H", "H", "H", "H", "H", "C", "O", "C", "C", "C", "N", "H", "H", "H", "H", "H", "H", "H", "H", "H", "H", "H", "C", "O", "C", "C", "C", "N", "H", "H", "H", "H", "H", "H", "H", "H", "H", "H", "H", "C", "O", "C", "C", "C", "N", "H", "H", "H", "H", "H", "H", "H", "H", "H", "H", "H", "O", "C", "C", "O", "H", "H", "H", "H", "H", "H"], "xyz": [[11.00528, -19.82742, -2.49228], [9.78984, -19.28660, -1.94661], [9.51339, -17.84625, -2.20771], [8.11486, -17.50641, -1.62183], [6.88032, -17.65568, -2.58700], [7.95957, -16.25286, -0.87828], [11.01219, -20.91611, -2.43934], [11.81506, -19.50480, -1.83786], [11.30074, -19.53846, -3.50090], [10.34676, -17.30201, -1.76342], [9.61982, -17.72343, -3.28551], [8.04481, -18.19339, -0.77846], [6.03783, -16.97990, -2.43992], [6.53343, -18.67512, -2.41820], [7.04576, -17.61389, -3.66357], [7.09807, -16.31898, -0.35527], [8.62202, -16.15094, -0.12272], [13.52666, -10.17555, -1.22235], [14.21900, -9.59350, -0.08286], [14.98572, -8.38461, -0.25296], [15.20591, -7.64366, 1.16143], [13.93934, -7.24763, 1.87232], [16.03182, -6.50579, 0.81658], [12.85173, -10.99884, -0.98831], [14.23224, -10.31466, -2.04144], [12.83411, -9.47691, -1.69181], [16.02584, -8.63817, -0.45783], [14.54002, -7.76844, -1.03384], [15.81331, -8.25656, 1.82740], [13.41036, -6.56803, 1.20416], [14.10195, -6.85839, 2.87738], [13.23749, -8.03533, 2.14628], [15.52077, -5.94683, 0.14838], [15.92603, -5.89550, 1.61436], [11.40320, -15.25611, -3.71383], [10.28847, -14.56786, -4.35548], [10.26006, -14.51260, -5.73618], [9.49375, -15.71749, -6.32788], [9.15225, -15.63792, -7.82534], [8.34720, -16.11181, -5.56226], [11.52041, -16.33094, -3.85206], [11.34797, -15.09862, -2.63668], [12.41537, -14.93150, -3.95516], [9.78035, -13.57358, -6.01227], [11.30968, -14.45590, -6.02457], [10.21941, -16.52894, -6.27255], [10.00033, -15.47304, -8.48993], [8.45472, -14.80152, -7.86996], [8.52821, -16.47582, -8.13612], [7.92568, -16.81136, -6.15644], [8.71570, -16.38408, -4.66216], [7.98624, -10.91733, 5.80073], [8.23982, -10.26092, 4.55451], [7.37690, -10.73677, 3.50971], [7.80937, -12.05001, 2.83894], [9.25582, -12.23992, 2.25463], [6.75947, -12.49206, 1.83732], [6.97933, -10.64464, 6.11672], [8.63390, -10.62735, 6.62809], [8.02913, -11.99425, 5.63783], [6.37533, -10.86280, 3.92090], [7.43379, -9.94644, 2.76121], [7.72801, -12.94182, 3.46034], [10.00567, -12.22718, 3.04561], [9.58693, -11.40718, 1.63413], [9.29147, -13.06569, 1.54405], [7.24903, -12.55491, 0.95614], [6.57915, -13.47951, 1.94929], [5.88968, -5.84254, 1.42343], [5.21229, -7.03765, 1.20235], [6.01854, -8.00994, 0.57155], [5.12828, -9.18176, -0.00811], [3.94459, -9.65826, 0.90212], [5.79224, -10.37078, -0.47018], [5.84534, -5.28544, 0.48761], [6.94674, -5.99815, 1.63910], [5.54857, -5.25789, 2.27779], [6.70097, -7.57147, -0.15654], [6.55909, -8.53068, 1.36196], [4.72619, -8.73605, -0.91794], [3.42589, -8.78129, 1.28937], [4.33194, -10.27876, 1.71023], [3.18944, -10.16099, 0.29787], [6.21537, -10.70287, 0.38468], [6.53628, -10.06784, -1.08234], [7.00743, -3.63643, -3.76802], [7.88498, -4.53481, -3.11259], [7.82932, -5.91729, -3.47094], [9.05761, -6.67768, -2.93215], [10.40839, -6.11418, -3.34498], [8.86451, -8.03110, -3.33282], [7.11358, -2.67692, -3.26189], [6.03548, -4.02117, -3.45917], [6.94940, -3.57464, -4.85473], [6.95818, -6.38598, -3.01318], [7.76447, -5.90656, -4.55896], [8.94920, -6.56404, -1.85353], [10.64541, -6.29300, -4.39376], [11.08731, -6.50833, -2.58879], [10.46472, -5.05383, -3.09881], [9.57323, -8.60946, -2.90467], [8.75601, -8.11444, -4.33351], [12.89010, -19.28359, 2.43316], [11.91039, -18.29876, 2.81248], [12.30456, -16.96535, 2.38457], [11.52087, -16.51497, 0.98983], [12.09908, -15.20814, 0.59140], [10.08021, -16.44773, 1.17323], [12.67810, -20.21208, 2.96331], [13.85552, -18.96329, 2.82491], [12.96202, -19.50035, 1.36736], [11.88487, -16.24670, 3.08850], [13.38901, -16.85542, 2.38365], [11.59545, -17.18718, 0.13503], [11.84381, -14.40471, 1.28236], [11.65181, -14.90755, -0.35607], [13.17492, -15.33943, 0.47545], [9.94952, -15.65372, 1.78360], [9.80650, -17.22646, 1.75526], [10.14113, -10.76647, -1.64117], [9.01169, -11.40901, -2.09492], [9.22499, -12.85183, -2.06601], [9.12877, -13.45283, -0.80926], [10.74914, -11.41628, -1.28105], [8.14534, -11.17065, -1.47788], [8.87906, -11.04042, -3.11209], [10.21434, -13.06744, -2.46949], [8.39910, -13.14566, -2.71384], [8.76204, -14.31096, -1.03450]]}